No. 1
Here is a 2-piece molecular cluster, C10H16 overall in a non-equilibrium geometry from the Open Molecules 2025 dataset. Energies are from ωB97M-V with the def2-TZVPD basis set.

XYZ file:
```
26
Properties=species:S:1:pos:R:3
C -1.19691 -0.86827 1.23130
C 0.65291 2.53192 1.51275
C 0.39178 -2.63779 0.68720
C 1.13456 -0.29502 0.81498
C -0.13580 0.10943 1.13026
C -0.31495 0.80241 -2.51528
C 1.43772 -1.65946 0.55354
C -0.33930 -0.72997 -2.40801
C -0.88653 -2.22071 0.96818
C -0.50503 1.55062 1.29397
H 2.47105 -1.93528 0.38125
H -0.60119 1.12644 -3.52992
H 0.64803 -3.66902 0.44922
H -1.05439 1.23150 -1.85193
H -1.19006 1.69313 2.15048
H 0.68989 1.20665 -2.35746
H -2.19200 -0.57104 1.54607
H 1.37170 2.47510 0.70625
H -1.65204 -2.99479 1.03764
H 1.99014 0.38430 0.79131
H 1.16351 2.26335 2.43789
H -1.35085 -1.05731 -2.20285
H 0.31117 -1.03455 -1.58627
H -1.07739 1.96206 0.44001
H 0.25142 3.53025 1.66067
H -0.01744 -1.19393 -3.34128
```

Summary:
Total charge: -1
E_HOMO (alpha / beta) in eV: 0.763 / -3.365
Multiplicity: 2

Atom charges from the Löwdin analysis, given in e for atoms 1 to 8:
1 C -0.1328
2 C -0.1412
3 C -0.2023
4 C -0.1409
5 C -0.3177
6 C -0.1798
7 C -0.1945
8 C -0.1650

No. 2
Here is a 2-piece molecular cluster, C10H16 overall in a non-equilibrium geometry from the Open Molecules 2025 dataset. Energies are from ωB97M-V with the def2-TZVPD basis set.

XYZ file:
```
26
Properties=species:S:1:pos:R:3
C -3.03580 1.09840 1.14562
C 3.69271 -0.52013 0.90331
C -1.21551 -0.90695 -0.15794
C -0.14109 0.12261 -2.60898
C 2.15105 -0.41829 1.36796
C 0.14919 -1.16114 -2.16781
C -1.64342 1.45311 0.59483
C -1.18955 0.46783 -0.45957
C -0.90191 0.92002 -1.75001
C -0.59214 -1.68774 -1.13286
H 1.89619 0.63370 1.26588
H -1.43239 -1.27726 0.83067
H 2.16603 -0.73559 2.40493
H -1.71408 2.47144 0.19181
H 0.85981 -1.79738 -2.67693
H -0.88102 1.45647 1.37448
H 1.52358 -1.12202 0.82967
H 3.92631 -1.54938 0.63090
H 0.14680 0.46720 -3.59478
H -1.09420 1.96270 -1.99419
H 3.77513 0.14047 0.04964
H -3.37318 0.12155 0.81730
H -0.56729 -2.76577 -0.99794
H -3.88063 1.79278 1.13330
H -2.89053 1.01952 2.24187
H 4.26593 -0.18612 1.75884
```

Summary:
E_HOMO in eV: -8.867
SMILES string: CCc1ccccc1.CC

Atom charges from the Löwdin analysis, given in e for atoms 1 to 8:
1 C -0.1018
2 C -0.1394
3 C -0.0480
4 C -0.0768
5 C -0.1393
6 C -0.1107
7 C -0.2008
8 C -0.2563